Entry 1:
This record from the OMol25 dataset describes 2 unconnected molecules or ions with the total composition CH2Cl3ISi in a non-equilibrium geometry. The level of theory is wB97M-V/def2-TZVPD.

Last column: Mulliken charge in e.
Cartesian coordinates (Å):
C  -2.132  -0.195  -0.414  -0.804
Si  -0.639  0.653  -0.064  0.584
Cl  0.410  1.181  -1.633  -0.143
Cl  0.115  1.494  1.555  -0.149
H  -2.686  -0.753  0.339  0.293
H  -1.919  -1.011  -1.135  0.229
Cl  3.001  -1.493  1.393  -0.219
I  3.850  0.124  -0.040  0.208

Results
calculated total energy: -2007.07938 Eh
LUMO: -1.6 eV
F_max: 3.12 eV Å⁻¹

***

Entry 2:
This record from the OMol25 dataset describes a molecular structure, ClN2O6Zr in a non-equilibrium geometry. The level of theory is wB97M-V/def2-TZVPD.

Last column: Mulliken charge in e.
Cartesian coordinates (Å):
Zr  -1.114  -0.758  -2.523  1.841
Cl  -0.778  0.981  -1.566  -0.012
N  0.684  -0.948  -0.550  1.103
O  1.502  -1.791  -0.113  -0.582
O  -0.191  -1.227  -1.313  -0.453
O  1.138  0.158  -0.367  -0.328
N  -0.243  0.794  1.644  0.988
O  0.770  1.294  2.016  -0.505
O  -0.463  0.810  0.444  -0.485
O  -1.305  0.687  2.329  -0.568

Results
calculated total energy: -1067.18423 Eh
LUMO: -8.4 eV
F_max: 17.57 eV Å⁻¹
net charge: +1

***

Entry 3:
This record from the OMol25 dataset describes a molecular structure, C6H16N2O in a non-equilibrium geometry. The level of theory is wB97M-V/def2-TZVPD.

Last column: Mulliken charge in e.
Cartesian coordinates (Å):
C  -1.676  0.945  -0.167  -0.266
N  -1.682  1.135  -1.606  -0.511
C  -1.014  -0.408  0.232  0.480
O  -1.077  2.041  0.463  -0.586
N  -1.693  -1.508  0.134  -0.727
H  -0.197  2.160  0.085  0.392
H  -2.682  0.890  0.271  0.436
H  -2.117  0.343  -2.065  0.226
H  -2.215  1.967  -1.836  0.240
H  -1.373  -2.131  -0.609  0.316
H  -0.650  -0.197  1.520  -0.009
C  0.595  -0.507  -0.616  0.470
C  1.375  -1.745  -0.207  -1.396
C  0.611  0.029  2.339  -1.009
C  1.473  0.716  -0.835  -1.599
H  0.100  -0.706  -1.570  0.447
H  0.919  1.521  -1.320  0.479
H  2.122  -1.975  -0.973  0.432
H  0.731  -2.613  -0.114  0.335
H  1.917  -1.611  0.732  0.247
H  1.566  0.325  1.933  0.273
H  0.612  -0.992  2.705  0.356
H  0.138  0.791  2.948  0.345
H  2.280  0.445  -1.523  0.416
H  1.937  1.085  0.079  0.213

Results
calculated total energy: -422.77981 Eh
LUMO (alpha / beta): -0.4 / -0.4 eV
F_max: 5.41 eV Å⁻¹

***

Entry 4:
This record from the OMol25 dataset describes C3H6N2O in the gas phase. The level of theory is wB97M-V/def2-TZVPD.

Last column: Mulliken charge in e.
Cartesian coordinates (Å):
C  -0.499  0.800  1.416  -0.743
N  0.019  -0.417  0.856  -0.421
C  0.009  -0.609  -0.409  0.599
N  -0.849  -0.223  -1.383  -0.413
C  1.468  -0.875  -0.574  -0.038
O  2.170  -0.020  -1.072  -0.500
H  -1.460  1.145  1.015  0.253
H  -0.537  0.720  2.502  0.237
H  0.264  1.553  1.160  0.287
H  -0.669  -0.466  -2.345  0.207
H  -1.768  0.126  -1.156  0.195
H  1.853  -1.735  -0.009  0.338

Results
calculated total energy: -302.60560 Eh
LUMO: 0.7 eV
F_max: 0.63 eV Å⁻¹

***

Entry 5:
This record from the OMol25 dataset describes C4H11NO2 in the gas phase in a non-equilibrium geometry. The level of theory is wB97M-V/def2-TZVPD.

Last column: Mulliken charge in e.
Cartesian coordinates (Å):
C  1.166  -1.968  0.802  -0.872
N  0.510  -0.716  1.204  -0.338
C  -0.376  -0.020  0.222  0.039
C  -0.830  1.376  0.810  -0.632
O  -1.756  2.219  0.115  -0.520
C  0.204  0.164  -1.214  -0.423
O  -0.975  0.583  -2.072  -0.553
H  1.998  -2.120  1.513  0.349
H  1.793  -1.865  -0.163  0.329
H  0.515  -2.807  0.923  0.250
H  1.141  -0.005  1.486  0.277
H  -1.326  -0.629  0.170  0.274
H  0.124  1.992  0.873  0.290
H  -1.389  1.261  1.808  0.255
H  -1.782  1.954  -0.828  0.363
H  0.654  -0.831  -1.430  0.393
H  0.965  1.013  -1.212  0.203
H  -0.636  0.400  -3.006  0.315

Results
calculated total energy: -364.17542 Eh
LUMO: 0.7 eV
F_max: 3.51 eV Å⁻¹